A 7-piece molecular cluster, C46H61ClIN7O4 overall. Source: the Open Molecules 2025 dataset; level of theory: wB97M-V/def2-TZVPD.

The value obtained for the frontier orbital gap is 8.164 eV. As for the energy: -87932.9612 eV. For the LUMO energy, the calculation gives 0.169 eV. Its net charge is 0.

Atoms and positions in Å:
1 C 2.870 4.239 5.192
2 C 1.776 4.971 4.360
3 C 2.111 5.146 2.859
4 C 1.376 4.210 1.860
5 C -0.128 3.920 2.019
6 C -0.572 2.954 3.104
7 C 0.125 1.867 3.586
8 C -0.333 1.060 4.600
9 C -1.550 1.326 5.186
10 C -2.281 2.383 4.689
11 C -1.822 3.190 3.675
12 C -2.758 4.321 3.245
13 C 1.365 5.163 0.590
14 O 0.476 5.853 0.171
15 O 2.623 5.129 0.031
16 C 2.893 3.709 -0.114
17 C 2.162 3.401 -1.462
18 N 2.604 4.322 -2.523
19 C 1.535 5.218 -3.000
20 C 4.411 3.558 -0.428
21 C 5.125 4.887 -0.759
22 O 5.407 5.711 0.071
23 O 5.482 5.067 -2.089
24 C 2.308 3.109 1.209
25 Cl 1.349 1.654 0.586
26 C 3.339 2.526 2.209
27 C 4.009 1.192 1.797
28 C 5.507 1.271 2.228
29 I 3.209 -0.541 2.783
30 H 3.843 4.432 4.716
31 H 2.932 4.681 6.189
32 H 2.734 3.154 5.214
33 H 1.739 5.981 4.792
34 H 0.803 4.521 4.577
35 H 1.836 6.174 2.588
36 H 3.200 5.120 2.752
37 H -0.494 3.575 1.043
38 H -0.617 4.886 2.175
39 H 1.088 1.607 3.164
40 H 0.299 0.234 4.916
41 H -1.878 0.694 6.006
42 H -3.246 2.589 5.150
43 H -3.784 4.111 3.559
44 H -2.449 5.253 3.739
45 H -2.763 4.505 2.166
46 H 2.416 2.390 -1.804
47 H 1.069 3.461 -1.391
48 H 2.829 3.735 -3.315
49 H 1.078 4.892 -3.946
50 H 1.996 6.191 -3.226
51 H 0.760 5.418 -2.257
52 H 5.006 3.104 0.366
53 H 4.507 2.902 -1.301
54 H 6.042 4.304 -2.291
55 H 4.152 3.263 2.248
56 H 2.949 2.454 3.224
57 H 4.036 1.051 0.714
58 H 5.964 2.228 1.956
59 H 5.511 1.239 3.326
60 H 6.088 0.416 1.874
61 C 0.318 -1.035 -1.000
62 C -1.063 -1.249 -0.735
63 C -1.451 -2.348 -1.451
64 N -0.360 -2.805 -2.145
65 C 0.724 -2.011 -1.868
66 H 0.937 -0.251 -0.595
67 H -1.697 -0.662 -0.089
68 H -2.403 -2.844 -1.531
69 H -0.355 -3.599 -2.759
70 H 1.685 -2.210 -2.314
71 C -3.417 1.675 0.978
72 C -4.703 1.239 1.395
73 C -5.559 1.428 0.343
74 N -4.842 1.963 -0.692
75 C -3.534 2.112 -0.315
76 H -2.508 1.667 1.558
77 H -4.967 0.832 2.358
78 H -6.612 1.229 0.242
79 H -5.216 2.208 -1.590
80 H -2.803 2.515 -0.997
81 C -4.666 -2.896 -3.772
82 C -3.536 -3.711 -4.048
83 C -4.000 -4.956 -4.387
84 N -5.365 -4.924 -4.321
85 C -5.779 -3.673 -3.952
86 H -4.661 -1.860 -3.476
87 H -2.500 -3.416 -4.005
88 H -3.479 -5.857 -4.666
89 H -5.972 -5.700 -4.513
90 H -6.826 -3.445 -3.848
91 C 0.365 -6.947 0.413
92 C -0.363 -8.114 0.049
93 C -1.192 -7.774 -0.984
94 N -1.001 -6.442 -1.256
95 C -0.046 -5.934 -0.408
96 H 1.106 -6.864 1.190
97 H -0.283 -9.091 0.495
98 H -1.901 -8.358 -1.546
99 H -1.484 -5.922 -1.968
100 H 0.254 -4.900 -0.465
101 C 3.533 -3.519 -6.429
102 C 4.488 -4.475 -5.990
103 C 4.086 -4.918 -4.759
104 N 2.929 -4.264 -4.433
105 C 2.583 -3.412 -5.449
106 H 3.543 -2.973 -7.357
107 H 5.368 -4.801 -6.520
108 H 4.522 -5.638 -4.087
109 H 2.414 -4.390 -3.581
110 H 1.695 -2.806 -5.385
111 C -5.499 -4.711 0.790
112 C -5.356 -5.778 1.716
113 C -4.222 -6.467 1.373
114 N -3.677 -5.861 0.276
115 C -4.446 -4.788 -0.084
116 H -6.283 -3.973 0.768
117 H -6.010 -6.013 2.540
118 H -3.757 -7.333 1.813
119 H -2.837 -6.160 -0.195
120 H -4.182 -4.174 -0.929

Atomic partial charges in e from the Löwdin method, atoms 1 to 8: atom 1 (C): -0.094, atom 2 (C): -0.200, atom 3 (C): -0.096, atom 4 (C): -0.251, atom 5 (C): -0.090, atom 6 (C): -0.197, atom 7 (C): -0.083, atom 8 (C): -0.083